Here is an isolated molecule of C16H21NO3 at a distorted geometry from the OMol25 dataset. Energies are from ωB97M-V/def2-TZVPD.

Geometry as XYZ:
```
41
Properties=species:S:1:pos:R:3
O -3.23 2.33 -0.30
O -0.78 2.92 -1.50
O -3.58 0.58 -1.84
C -2.86 1.34 -0.88
C -0.48 1.92 -0.92
C 2.48 0.06 -0.46
C 0.76 -1.47 1.18
C 1.23 0.59 -0.08
C 2.90 -1.22 -0.03
C 2.04 -1.96 0.87
C 0.31 -0.23 0.59
N 0.88 1.78 -0.53
C -5.00 0.89 -1.94
C 4.21 -1.85 -0.41
C 2.41 -3.43 1.24
C 1.76 2.96 -0.67
C -1.18 1.12 1.85
C -2.06 -1.02 0.89
C -1.50 0.77 -0.72
C -1.17 0.15 0.64
H 3.24 0.64 -0.96
H 0.06 -2.06 1.76
H -5.41 0.75 -0.89
H -5.26 1.86 -2.39
H -5.49 0.14 -2.56
H 4.65 -2.18 0.56
H 4.91 -1.17 -0.89
H 4.08 -2.73 -1.07
H 2.46 -4.08 0.32
H 1.62 -3.89 1.81
H 3.41 -3.37 1.64
H 2.72 2.89 -0.15
H 2.11 3.10 -1.74
H 1.21 3.91 -0.35
H -0.55 0.74 2.71
H -2.12 1.22 2.23
H -0.83 2.20 1.72
H -3.06 -1.00 0.29
H -1.59 -1.94 0.48
H -2.04 -1.29 1.95
H -1.24 0.03 -1.47
```

E_LUMO: 0.71 eV
SMILES: COC(=O)[C@H]1C(=O)N(C)c2cc(C)c(C)cc2C1(C)C
Energy above the lowest of the compared OMol25 structures with the same formula, charge and spin: 242.2 kJ/mol
HOMO-LUMO gap: 8.541 eV

Atom charges from the Mulliken analysis, given in e for atoms 1 to 8: number 1, O, carries -0.55; number 2, O, carries -0.63; number 3, O, carries -0.30; number 4, C, carries -0.30; number 5, C, carries -0.15; number 6, C, carries -0.95; number 7, C, carries -0.91; number 8, C, carries 0.21

Here is a structure of composition C16H22AsBF4O8PS2Tl at a distorted geometry from the OMol25 dataset. Energies are from ωB97M-V/def2-TZVPD.

Geometry as XYZ:
```
56
Properties=species:S:1:pos:R:3
Tl 3.51 -1.54 0.76
O 7.22 -0.94 2.44
As 7.14 -0.82 0.69
O 8.52 -1.49 0.16
O 5.74 -1.53 0.13
C 7.06 1.05 0.27
C 8.07 1.44 -0.61
C 8.13 2.75 -1.08
C 7.19 3.63 -0.66
C 6.14 3.26 0.20
C 6.13 1.99 0.75
S 4.78 1.62 1.93
O 3.56 1.33 1.11
O 4.72 2.83 2.70
O 5.11 0.42 2.67
H 6.34 -0.67 2.78
H 8.87 0.72 -0.85
H 8.99 3.09 -1.72
H 7.16 4.71 -0.93
H 5.58 4.05 0.64
C -0.38 0.20 0.70
P 0.50 0.21 -0.90
C -1.00 0.34 -1.93
C 1.39 1.74 -1.11
O 1.30 -1.01 -1.23
H -0.73 1.28 0.79
H 0.30 -0.04 1.46
H -1.29 -0.53 0.70
H -1.77 1.02 -1.57
H -1.62 -0.59 -1.95
H -0.67 0.53 -2.94
H 0.69 2.48 -1.23
H 1.78 1.66 -2.11
H 2.15 2.04 -0.34
F -6.34 -3.97 1.32
B -7.11 -3.86 2.58
F -6.93 -5.01 3.31
F -8.52 -3.60 2.31
F -6.77 -2.67 3.28
C -4.44 -1.41 1.76
S -4.08 -2.20 0.10
O -2.75 -1.69 -0.27
C -5.39 -1.39 -0.85
C -6.43 -2.15 -1.45
C -7.19 -1.46 -2.36
C -7.14 -0.10 -2.54
C -6.21 0.64 -1.88
C -5.29 -0.04 -1.08
H -4.16 -0.36 1.76
H -3.74 -1.88 2.45
H -5.48 -1.48 2.00
H -6.42 -3.16 -1.20
H -7.96 -1.96 -2.93
H -7.85 0.32 -3.23
H -6.10 1.68 -2.05
H -4.29 0.51 -0.71
```

E_LUMO: 3.87 eV
Net charge: -2
Energy above the lowest of the compared OMol25 structures with the same formula, charge and spin: 105.2 kJ/mol
HOMO-LUMO gap: 8.267 eV

Atom charges from the Mulliken analysis, given in e for atoms 1 to 8: number 1, Tl, carries 0.79; number 2, O, carries -0.68; number 3, As, carries 0.93; number 4, O, carries -0.81; number 5, O, carries -0.73; number 6, C, carries 0.23; number 7, C, carries -0.24; number 8, C, carries -0.47

Here is a structure of composition C16H22Br34NO5P at a distorted geometry from the OMol25 dataset. Energies are from ωB97M-V/def2-TZVPD.

Geometry as XYZ:
```
79
Properties=species:S:1:pos:R:3
C -0.10 -2.53 -2.64
C 1.14 -1.73 -2.21
C 2.23 -2.67 -1.74
Br 1.95 -3.13 0.13
C 3.63 -2.11 -1.92
O 3.64 -0.71 -1.65
C 4.57 -0.27 -0.74
N 5.89 -0.38 -1.10
O 4.20 0.26 0.29
P 4.39 -2.48 -3.55
O 5.70 -1.84 -3.67
O 3.44 -1.98 -4.72
O 4.42 -4.07 -3.61
H 0.19 -3.24 -3.41
H -0.88 -1.88 -3.02
H -0.46 -3.10 -1.78
H 0.83 -1.10 -1.39
H 1.46 -1.14 -3.07
H 2.16 -3.61 -2.29
H 4.28 -2.60 -1.19
H 6.46 -0.18 -0.28
H 6.19 -1.25 -1.50
H 2.60 -2.46 -4.73
H 4.21 -4.45 -2.75
C -2.19 -3.74 1.73
Br -1.31 -3.33 3.40
Br -2.54 -2.15 0.72
Br -1.20 -5.03 0.70
H -3.14 -4.18 1.98
C -6.27 -0.48 0.44
Br -6.37 -2.35 0.01
Br -6.19 -0.20 2.34
Br -4.80 0.39 -0.44
H -7.18 -0.03 0.08
C -5.16 2.89 4.55
Br -4.04 3.22 3.03
Br -4.52 1.40 5.59
Br -5.38 4.47 5.62
H -6.14 2.62 4.17
C 4.79 -6.94 -6.19
Br 3.50 -5.79 -7.04
Br 4.11 -7.66 -4.54
Br 5.39 -8.33 -7.37
H 5.65 -6.33 -5.95
C -0.97 0.11 -6.22
Br -2.10 -1.22 -5.43
Br 0.77 0.14 -5.38
Br -0.83 -0.10 -8.13
H -1.42 1.07 -6.04
C -5.57 -2.25 6.60
Br -4.93 -2.45 8.40
Br -4.27 -2.84 5.31
Br -7.27 -3.13 6.34
H -5.74 -1.20 6.43
C 3.22 -1.13 4.12
Br 1.93 -0.30 2.98
Br 2.44 -1.69 5.79
Br 4.11 -2.59 3.24
H 3.97 -0.40 4.35
C 4.39 3.91 -0.41
Br 3.08 4.55 0.85
Br 3.57 2.95 -1.86
Br 5.52 5.33 -1.04
H 5.02 3.20 0.11
C -4.87 7.89 2.68
Br -3.82 7.78 4.29
Br -3.94 7.13 1.17
Br -6.61 7.10 2.90
H -5.02 8.94 2.47
C -8.33 8.15 -0.60
Br -9.47 9.23 0.51
Br -9.33 7.14 -1.89
Br -6.95 9.21 -1.43
H -7.83 7.44 0.05
C 6.51 1.74 3.93
Br 5.20 2.58 2.79
Br 5.74 1.19 5.60
Br 7.40 0.28 3.04
H 7.26 2.48 4.15
```

E_LUMO: -0.26 eV
HOMO-LUMO gap: 9.639 eV

Atom charges from the Mulliken analysis, given in e for atoms 1 to 8: number 1, C, carries -0.85; number 2, C, carries 0.16; number 3, C, carries 0.14; number 4, Br, carries -0.14; number 5, C, carries -0.99; number 6, O, carries -0.15; number 7, C, carries 0.25; number 8, N, carries -0.39

Here is a structure of composition C16H22BrF2N4O6P2S3 at a distorted geometry from the OMol25 dataset. Energies are from ωB97M-V/def2-TZVPD.

Geometry as XYZ:
```
56
Properties=species:S:1:pos:R:3
C 0.97 -1.33 2.49
C 1.55 0.15 2.34
F 2.34 0.27 1.10
C 0.59 1.39 2.63
Br 0.95 1.64 4.61
N 1.24 2.45 1.74
C 0.64 2.83 0.62
O 1.17 3.84 -0.24
C 1.00 5.07 0.51
N 0.93 6.00 1.30
C -0.68 1.92 0.53
P -2.16 2.68 -0.45
O -3.37 1.70 -0.40
P -0.21 0.57 -0.72
S 1.00 1.21 -2.13
C -0.93 1.54 2.11
S -2.21 0.23 2.52
C -2.23 -1.26 1.42
O -2.09 -0.30 3.95
O -3.64 0.76 2.45
S -1.63 3.01 3.09
O -0.65 4.14 3.25
O -2.86 3.61 2.47
F -2.14 2.55 4.64
H 1.77 -1.98 3.02
H 0.02 -1.44 3.12
H 0.78 -1.89 1.49
H 2.39 0.21 3.14
H 2.13 2.91 2.04
H -1.75 2.71 -1.84
H -2.48 4.01 -0.03
H 0.38 -0.60 -0.17
H -1.41 0.13 -1.42
H -1.26 -1.54 0.90
H -2.62 -2.15 2.05
H -3.04 -1.07 0.62
N -2.68 -4.99 -0.70
C -2.77 -5.25 -2.04
C -4.07 -5.01 -2.43
C -4.78 -4.58 -1.28
C -3.90 -4.58 -0.23
H -1.84 -5.09 -0.15
H -1.91 -5.58 -2.61
H -4.46 -5.12 -3.43
H -5.82 -4.31 -1.22
H -4.03 -4.33 0.81
N 4.28 0.70 -3.71
C 5.03 1.35 -4.66
C 6.29 0.81 -4.65
C 6.31 -0.20 -3.65
C 5.05 -0.25 -3.09
H 3.32 0.90 -3.50
H 4.60 2.13 -5.27
H 7.11 1.11 -5.28
H 7.14 -0.82 -3.37
H 4.64 -0.87 -2.31
```

E_LUMO: -6.28 eV
Net charge: +1
HOMO-LUMO gap: 3.792 eV

Atom charges from the Mulliken analysis, given in e for atoms 1 to 8: number 1, C, carries -0.98; number 2, C, carries 0.21; number 3, F, carries -0.33; number 4, C, carries -0.97; number 5, Br, carries 0.17; number 6, N, carries 0.25; number 7, C, carries -0.61; number 8, O, carries -0.28

Here is a structure of composition C16H22Cl5OS3Se2Tc at a distorted geometry from the OMol25 dataset. Energies are from ωB97M-V/def2-TZVPD.

Geometry as XYZ:
```
50
Properties=species:S:1:pos:R:3
Tc -0.54 -0.50 0.29
C 2.66 2.94 0.77
C 2.53 1.46 1.17
S 0.94 0.81 1.73
C -0.16 2.19 2.28
C -1.23 2.61 1.25
S -1.24 1.63 -0.30
C -0.18 2.44 -1.57
C 0.78 3.60 -1.27
S 2.54 3.18 -1.02
H 3.69 3.24 1.07
H 1.93 3.63 1.26
H 3.25 1.23 1.98
H 2.76 0.84 0.29
H 0.45 3.09 2.63
H -0.61 1.67 3.14
H -1.14 3.69 0.97
H -2.25 2.41 1.60
H -0.96 2.82 -2.28
H 0.36 1.64 -2.04
H 0.43 4.27 -0.44
H 0.85 4.16 -2.22
C -2.10 -3.45 -1.15
Se -1.79 -1.54 -1.53
C -3.65 -0.94 -1.18
C -4.03 -0.93 0.29
Se -2.48 -1.32 1.49
C -2.92 -0.41 3.14
H -3.08 -3.67 -1.59
H -2.09 -3.63 -0.07
H -1.25 -3.92 -1.58
H -4.29 -1.59 -1.79
H -3.68 0.11 -1.62
H -4.72 -1.75 0.56
H -4.46 0.08 0.66
H -2.97 0.66 2.93
H -2.13 -0.68 3.88
H -3.86 -0.82 3.57
Cl 5.09 -4.60 -1.33
C 3.91 -3.36 -1.29
C 2.85 -3.47 -0.36
Cl 2.67 -4.86 0.63
C 1.93 -2.46 -0.24
Cl 0.76 -2.41 1.09
C 1.87 -1.41 -1.19
O 1.05 -0.40 -1.09
C 2.84 -1.39 -2.26
Cl 2.63 -0.29 -3.57
C 3.92 -2.32 -2.23
Cl 5.13 -2.28 -3.44
```

E_LUMO (spin up / spin down): -9.22 / -12.27 eV
Net charge: +3
Energy above the lowest of the compared OMol25 structures with the same formula, charge and spin: 13.1 kJ/mol
HOMO-LUMO gap (spin up / spin down): 7.566 / 4.523 eV
Spin multiplicity: 4
<S²>: 3.791

Atom charges from the Mulliken analysis, given in e for atoms 1 to 8: number 1, Tc, carries 0.26; number 2, C, carries -0.70; number 3, C, carries -0.19; number 4, S, carries 0.20; number 5, C, carries -0.76; number 6, C, carries -0.73; number 7, S, carries 0.15; number 8, C, carries -0.51

Here is a structure of composition C16H22ClFHfN4O9 at a distorted geometry from the OMol25 dataset. Energies are from ωB97M-V/def2-TZVPD.

Geometry as XYZ:
```
54
Properties=species:S:1:pos:R:3
Hf -0.26 0.01 0.79
C -4.01 3.52 -0.55
N -3.46 2.16 -0.60
C -4.38 1.09 -1.01
C -2.22 1.90 -0.30
O -1.72 0.74 -0.40
C -1.30 3.02 0.15
O -0.18 2.41 0.80
C 1.14 2.87 0.50
C 1.92 1.68 -0.05
O 1.22 0.66 -0.38
N 3.21 1.73 -0.19
C 3.97 0.56 -0.66
C 3.97 2.94 0.13
H -5.04 3.49 -0.89
H -3.46 4.19 -1.21
H -4.01 3.91 0.46
H -5.19 1.02 -0.29
H -3.86 0.14 -1.07
H -4.81 1.33 -1.99
H -1.80 3.69 0.85
H -0.99 3.61 -0.72
H 1.60 3.22 1.42
H 1.13 3.69 -0.22
H 3.30 -0.25 -0.91
H 4.65 0.24 0.13
H 4.55 0.85 -1.54
H 3.94 3.16 1.19
H 3.60 3.80 -0.43
H 5.01 2.77 -0.15
F -4.80 -1.16 5.37
C -3.48 -1.33 5.35
C -2.67 -0.32 5.05
N -1.29 -0.47 5.03
C -0.42 0.60 4.60
C -0.35 0.62 3.09
O -1.40 0.58 2.38
O 0.76 0.58 2.46
C -0.70 -1.73 5.18
O 0.48 -1.90 4.95
N -1.56 -2.71 5.59
C -2.97 -2.66 5.69
O -3.60 -3.62 6.01
H -3.07 0.66 4.82
H 0.58 0.41 4.98
H -0.79 1.56 4.97
H -1.14 -3.61 5.78
Cl -0.19 -1.55 -1.83
C -0.17 -3.03 -0.79
C -0.20 -2.25 0.49
O -1.30 -1.75 0.89
O 0.86 -1.72 0.93
H 0.76 -3.57 -0.96
H -1.06 -3.61 -0.98
```

E_LUMO: -6.11 eV
Net charge: +2
Energy above the lowest of the compared OMol25 structures with the same formula, charge and spin: 132.2 kJ/mol
HOMO-LUMO gap: 7.568 eV

Atom charges from the Mulliken analysis, given in e for atoms 1 to 8: number 1, Hf, carries 1.84; number 2, C, carries -0.94; number 3, N, carries 0.11; number 4, C, carries -1.02; number 5, C, carries 0.61; number 6, O, carries -0.73; number 7, C, carries -0.48; number 8, O, carries -0.39

Across the entries above, molar mass takes the values 275.348; 803.561; 3056.064; 642.423; 759.737; 647.312 g/mol, respectively.